Record 1
A molecular structure, C16H5Br2Cl5NO3Re, computed with wB97M-V/def2-TZVPD.

Geometry (Å):
Re (1.182, 1.111, -1.163)
Cl (1.870, 2.034, 1.935)
C (2.264, 0.448, 1.446)
C (1.938, -0.117, 0.233)
C (2.054, -2.492, -0.491)
Cl (-0.543, -1.909, -2.461)
C (2.400, -1.521, 0.337)
Cl (2.277, -4.117, -0.601)
C (3.078, -1.656, 1.638)
Cl (3.835, -3.054, 2.211)
C (2.988, -0.472, 2.291)
Cl (3.600, -0.093, 3.823)
Br (-1.884, -4.371, -4.131)
C (-1.109, -3.089, -3.210)
C (-2.669, -2.062, -0.734)
C (-3.342, -1.362, 0.221)
Br (-4.918, -1.873, 1.079)
C (-2.668, -0.123, 0.450)
C (-2.972, 0.953, 1.250)
C (-2.156, 2.080, 1.192)
C (-1.051, 2.073, 0.375)
N (-0.681, 0.998, -0.365)
C (-1.496, -0.095, -0.388)
C (-1.534, -1.298, -1.127)
O (0.772, 0.556, -2.686)
H (-2.952, -3.019, -1.146)
H (-3.853, 0.929, 1.881)
H (-2.373, 2.966, 1.769)
H (-0.406, 2.939, 0.301)
O (1.099, 4.398, -0.409)
C (2.071, 3.983, -0.956)
O (2.247, 2.675, -1.294)
H (2.933, 4.580, -1.268)

Force components x, y, z for each atom (eV/Å):
Re 0.5052 0.2140 -0.3274
Cl 0.0700 0.0609 -0.0511
C -0.1483 -0.1197 -0.1088
C -0.1237 -0.0045 0.3753
C 0.1941 -0.0716 -0.1013
Cl -0.3554 -0.0387 0.4366
C -0.1104 -0.0430 -0.0121
Cl -0.0599 0.1291 -0.0469
C 0.0171 0.0453 -0.0628
Cl -0.0219 -0.0355 0.0091
C 0.0583 -0.0121 -0.0277
Cl 0.0047 0.0012 0.0179
Br -0.2821 -0.0488 0.3238
C 0.6036 0.0590 -0.7051
C -0.0613 0.0326 -0.0192
C -0.0100 -0.0084 -0.0616
Br 0.0014 -0.0033 0.0141
C 0.0945 -0.0354 0.0513
C -0.0309 0.0517 -0.0165
C -0.0081 -0.0302 0.0164
C -0.0216 -0.0450 0.0046
N -0.1292 0.1741 -0.0119
C -0.1706 0.0485 -0.0299
C 0.2507 -0.0741 0.0336
O -0.2271 -0.3210 0.1187
H 0.0105 -0.0056 0.0133
H 0.0120 -0.0025 0.0151
H -0.0061 0.0044 -0.0082
H -0.0081 0.0163 -0.0513
O 0.0219 -0.0422 0.0019
C 0.0273 0.0470 0.0014
O -0.1095 0.0597 0.1862
H 0.0129 -0.0024 0.0223

## Properties
<S²>   1.14
Multiplicity   2
Net charge   +1
Energy relative to the best compared isomer or geometry (same formula, charge and spin)   6.14 kcal per mole
Frontier orbital gap (alpha / beta)   5.93 / 5.68 eV
E_tot   -8419.818958 a.u.
LUMO energy (alpha / beta)   -4.82 / -5.12 eV

=====

Record 2
C5H12N2 in the gas phase at a distorted geometry, computed with wB97M-V/def2-TZVPD.

Geometry (Å):
H (0.725, 1.913, 1.746)
N (0.967, 1.187, 1.074)
C (0.148, 1.072, 0.110)
C (-0.995, 1.997, -0.192)
C (0.347, -0.081, -0.819)
N (1.603, 0.085, -1.492)
C (0.332, -1.532, 0.161)
C (-0.936, -1.738, 0.955)
H (-1.888, 1.458, -0.507)
H (-1.271, 2.596, 0.677)
H (-0.715, 2.666, -1.006)
H (-0.454, -0.158, -1.560)
H (1.829, -0.703, -2.087)
H (2.342, 0.220, -0.809)
H (0.560, -2.384, -0.481)
H (1.194, -1.216, 0.735)
H (-0.822, -2.562, 1.660)
H (-1.190, -0.854, 1.536)
H (-1.777, -1.966, 0.298)

Force components x, y, z for each atom (eV/Å):
H 0.0057 0.2923 -0.3596
N -0.1541 -0.3482 0.0544
C -0.2064 0.3146 0.5510
C -0.2833 0.0699 0.3464
C -0.2487 -2.8282 0.8938
N 0.3808 0.0687 -0.2511
C 0.0903 2.8528 -1.8180
C 0.0907 0.0235 -0.0042
H 0.0419 -0.1372 -0.0767
H 0.1411 0.0937 0.0044
H 0.0450 0.0050 -0.0731
H 0.0198 0.1250 0.0969
H 0.0057 0.0200 0.1108
H -0.0317 -0.0614 -0.0891
H 0.0799 0.1481 -0.0581
H 0.1182 -0.6338 0.5931
H -0.0588 -0.0711 0.0000
H -0.0118 0.0971 0.0631
H -0.0241 -0.0307 0.0160

## Properties
Multiplicity   1
Energy relative to the best compared isomer or geometry (same formula, charge and spin)   22.44 kcal per mole
Frontier orbital gap   9.78 eV
Structure (SMILES)   [H]/N=C(\C)[C@@H](N)CC
E_tot   -307.193581 a.u.
LUMO energy   1.11 eV

=====

Record 3
C5H10O2 in the gas phase, computed with wB97M-V/def2-TZVPD.

Geometry (Å):
C (-1.456, -0.630, -0.564)
C (-0.687, 0.137, 0.510)
C (0.304, 1.237, -0.002)
O (0.117, 1.834, -1.262)
C (1.363, 0.148, -0.051)
C (0.579, -0.642, 0.994)
O (0.620, -2.044, 0.875)
H (-2.333, -0.066, -0.894)
H (-1.789, -1.578, -0.128)
H (-0.881, -0.875, -1.466)
H (-1.391, 0.450, 1.287)
H (0.499, 1.998, 0.769)
H (-0.353, 2.667, -1.152)
H (2.435, 0.346, 0.028)
H (1.111, -0.342, -0.999)
H (0.834, -0.403, 2.034)
H (1.027, -2.237, 0.021)

Force components x, y, z for each atom (eV/Å):
C -0.0841 -0.0021 -0.0111
C -0.2258 -0.0322 0.0283
C 0.0541 -0.1255 0.2292
O -0.2560 0.2413 -0.0334
C 0.1813 -0.0289 -0.0902
C 0.0011 0.2084 0.0843
O 0.0487 -0.1051 -0.1445
H 0.0900 -0.0497 0.0539
H -0.0499 0.1444 -0.1041
H 0.0140 0.1682 0.2795
H 0.1636 -0.0206 -0.0149
H -0.0773 -0.2199 -0.1255
H -0.0072 -0.1041 -0.0548
H -0.2136 0.0382 0.0576
H 0.5721 -0.0599 -0.0856
H -0.0307 0.0847 -0.2426
H -0.1802 -0.1373 0.1738

## Properties
Multiplicity   1
Energy relative to the best compared isomer or geometry (same formula, charge and spin)   45.23 kcal per mole
Frontier orbital gap   10.64 eV
Structure (SMILES)   C[C@@H]1[C@H](O)C[C@@H]1O
E_tot   -346.953359 a.u.
LUMO energy   0.83 eV

=====

Record 4
C9H11O3P in the gas phase at a distorted geometry, computed with wB97M-V/def2-TZVPD.

Geometry (Å):
C (-3.062, -1.434, -0.071)
C (-2.813, -0.727, 1.112)
C (-2.249, -1.345, -1.203)
C (-1.693, 0.041, 1.239)
C (-1.175, -0.555, -1.109)
C (-0.767, 0.033, 0.157)
C (0.409, 0.798, 0.222)
C (1.491, 0.861, -0.696)
C (2.538, 1.720, -0.038)
O (2.485, -1.159, 1.356)
O (2.099, -0.366, -1.094)
O (1.858, -2.840, -0.476)
P (2.734, -1.485, -0.040)
H (-3.855, -2.274, -0.060)
H (-3.550, -0.762, 1.867)
H (-2.549, -1.793, -2.176)
H (-1.466, 0.567, 2.153)
H (-0.491, -0.599, -1.848)
H (0.633, 1.335, 1.177)
H (1.062, 1.214, -1.521)
H (3.555, 1.600, -0.445)
H (2.797, 1.529, 1.117)
H (2.092, 2.743, 0.030)
H (2.028, -3.438, 0.218)

Force components x, y, z for each atom (eV/Å):
C -1.6563 -2.3797 0.1899
C -0.2251 -0.3232 -1.1479
C -2.0309 -0.3284 -0.3122
C 0.8228 -0.2745 -0.7473
C 0.6142 0.3713 3.4514
C -0.7276 0.9138 -1.1941
C -1.4187 -0.5628 3.4995
C 2.7241 -1.0333 3.4584
C 1.2453 1.3569 2.4712
O 0.2684 0.4173 1.6386
O 0.8704 -2.6428 0.1638
O 0.6988 2.3737 -1.3535
P -2.1512 0.2695 -2.4946
H 0.9676 1.8383 -0.0442
H -0.5120 -0.1861 0.9048
H 0.3727 0.0623 0.9940
H 0.0639 0.1264 0.0572
H 2.2143 0.3909 -2.5808
H -0.6587 -0.6273 -0.7085
H -0.8066 1.8106 -4.1086
H -0.6033 0.7259 -0.6088
H -1.2389 -0.3520 -2.4203
H 1.0327 -0.3766 -0.5324
H 0.1340 -1.5703 1.4244

## Properties
Multiplicity   1
Energy relative to the best compared isomer or geometry (same formula, charge and spin)   71.43 kcal per mole
Frontier orbital gap (alpha / beta)   5.44 / 8.49 eV
E_tot   -916.549986 a.u.
LUMO energy (alpha / beta)   -1.85 / -0.68 eV

=====

Record 5
C4H7NO2 in the gas phase at a distorted geometry, computed with wB97M-V/def2-TZVPD.

Geometry (Å):
C (-1.761, -0.936, -0.884)
C (-0.679, -0.105, -0.650)
N (0.419, -0.562, 0.072)
C (0.543, -0.947, 1.505)
O (1.617, -1.284, 1.906)
O (-0.558, 1.114, -1.220)
C (0.339, 2.282, -0.675)
H (-2.728, -0.434, -1.284)
H (-1.674, -2.184, -0.911)
H (1.216, -0.861, -0.507)
H (-0.409, -0.933, 2.212)
H (0.089, 2.573, 0.502)
H (1.412, 2.122, -0.548)
H (0.038, 3.245, -1.237)

Force components x, y, z for each atom (eV/Å):
C -0.1603 -0.3201 -0.7675
C -1.5475 -1.9477 0.1738
N 1.1376 -1.0059 2.1038
C -1.2511 0.4345 -1.7708
O -0.0632 -0.1017 0.2592
O 1.2538 2.6027 0.5405
C -2.6067 0.6879 2.8894
H 1.8772 -1.2030 0.4816
H -0.2082 3.9700 0.6341
H -0.2383 0.4103 0.8598
H 1.4458 0.3058 -1.8558
H -0.0292 -1.0962 -2.9255
H -0.2006 -0.6003 -1.0753
H 0.5907 -2.1363 0.4527

## Properties
Multiplicity   1
Energy relative to the best compared isomer or geometry (same formula, charge and spin)   89.11 kcal per mole
Frontier orbital gap   9.58 eV
Structure (SMILES)   C=C(NC=O)OC
E_tot   -361.738847 a.u.
LUMO energy   0.77 eV

=====

Record 6
C17H22N2O5S3 in the gas phase, computed with wB97M-V/def2-TZVPD.

Geometry (Å):
C (-0.967, 4.465, -0.771)
O (-1.246, 4.267, 0.595)
C (-1.163, 3.002, 1.093)
C (-1.453, 2.849, 2.444)
C (-1.384, 1.604, 3.043)
C (-1.017, 0.488, 2.307)
O (-0.905, -0.785, 2.800)
C (-1.049, -0.982, 4.184)
C (-0.719, 0.641, 0.943)
N (-0.286, -0.505, 0.263)
C (0.102, -0.608, -1.027)
O (-0.045, 0.245, -1.877)
C (0.822, -1.936, -1.323)
C (0.713, -2.302, -2.801)
C (-0.725, -2.605, -3.187)
S (-0.789, -3.199, -4.915)
C (-2.591, -3.201, -5.125)
N (2.213, -1.697, -0.961)
S (2.591, -1.673, 0.661)
O (3.949, -2.105, 0.782)
O (1.578, -2.359, 1.418)
C (2.491, 0.046, 1.056)
C (2.175, 0.590, 2.264)
C (2.192, 2.000, 2.235)
C (2.524, 2.485, 1.009)
S (2.824, 1.236, -0.133)
C (-0.802, 1.888, 0.342)
H (0.060, 4.179, -1.018)
H (-1.098, 5.533, -0.944)
H (-1.659, 3.907, -1.408)
H (-1.734, 3.717, 3.017)
H (-1.620, 1.517, 4.091)
H (-0.822, -2.034, 4.352)
H (-2.071, -0.772, 4.516)
H (-0.348, -0.365, 4.755)
H (-0.089, -1.284, 0.888)
H (0.403, -2.737, -0.695)
H (1.338, -3.174, -3.008)
H (1.076, -1.462, -3.396)
H (-1.148, -3.386, -2.551)
H (-1.338, -1.706, -3.122)
H (-3.042, -3.871, -4.398)
H (-2.971, -2.190, -5.002)
H (-2.792, -3.554, -6.131)
H (2.880, -2.249, -1.479)
H (1.941, -0.011, 3.123)
H (1.961, 2.619, 3.082)
H (2.610, 3.511, 0.711)
H (-0.569, 1.964, -0.705)

Force components x, y, z for each atom (eV/Å):
C 0.0101 0.0426 -0.1484
O -0.0502 -0.0018 0.2176
C -0.0281 -0.2640 0.3664
C 0.0487 0.2330 -0.3140
C 0.0502 -0.2659 -0.0157
C -0.0354 0.1154 -0.1766
O 0.0690 0.1452 -0.4001
C -0.0352 -0.1043 0.1963
C -0.1366 0.0607 0.2194
N -0.3282 -0.1415 0.4609
C -0.2671 -0.3655 -0.1295
O 0.0373 0.1398 -0.2044
C -0.5304 0.0328 -0.1109
C -0.0323 0.1763 0.1674
C -0.0841 -0.2034 -0.4272
S -0.0760 0.1193 0.2182
C 0.5029 0.0320 0.1792
N 0.3914 0.0039 0.6731
S 0.4133 0.1849 0.0144
O 0.0747 0.0125 -0.2443
O -0.0438 0.0547 -0.0059
C 0.0758 -0.3137 -0.4183
C 0.0639 -0.3290 -0.0488
C 0.1236 0.0695 -0.0806
C 0.1867 -0.3636 -0.2162
S -0.1244 0.2967 0.2923
C -0.0614 0.2760 -0.1650
H -0.0230 -0.0125 -0.0103
H 0.0287 -0.0817 -0.0466
H 0.0335 -0.0034 0.0039
H -0.0477 0.1154 0.0808
H -0.0165 -0.0525 0.1101
H -0.0322 0.0749 0.0659
H 0.0553 0.0145 -0.0126
H -0.0164 0.0061 -0.0228
H -0.0596 0.0568 -0.2479
H 0.0141 0.1173 -0.1820
H 0.0693 -0.0302 0.0481
H 0.0422 -0.0393 0.0060
H -0.0124 0.0662 0.0768
H 0.0141 0.0016 0.0901
H -0.1389 -0.0330 -0.0145
H -0.1286 0.0257 -0.0292
H -0.0863 -0.0261 -0.0712
H 0.2561 -0.0997 0.0445
H -0.1170 -0.1227 0.2004
H -0.0657 0.1330 0.1350
H 0.0028 0.2360 -0.0771
H 0.0138 0.0112 -0.0468

## Properties
Multiplicity   1
Energy relative to the best compared isomer or geometry (same formula, charge and spin)   0.00 kcal per mole
Frontier orbital gap   8.44 eV
Structure (SMILES)   COc1ccc(OC)c(NC(=O)[C@@H](CCSC)NS(=O)(=O)c2cccs2)c1
E_tot   -2341.254482 a.u.
LUMO energy   0.55 eV

=====

Record 7
A molecular structure, C11H26I2O9PTa at a distorted geometry, computed with wB97M-V/def2-TZVPD.

Geometry (Å):
C (0.162, -1.554, 3.593)
C (-0.729, -0.362, 3.463)
O (-1.922, -0.449, 3.420)
O (-0.115, 0.831, 3.416)
C (0.678, 1.128, 2.233)
C (0.083, 0.687, 0.903)
C (0.776, -0.508, 0.263)
Ta (0.317, -1.024, -1.866)
I (-0.165, -1.926, -4.546)
C (2.419, -1.912, -1.958)
O (3.092, -2.125, -0.682)
O (4.221, -1.204, -0.631)
C (0.770, 1.070, -2.692)
O (0.737, 1.281, -3.925)
O (1.241, 1.781, -1.775)
P (-2.219, -0.306, -1.689)
O (-2.258, 1.286, -1.214)
I (-3.089, -1.606, 0.298)
H (-0.015, -2.009, 4.562)
H (-0.142, -2.267, 2.833)
H (1.208, -1.315, 3.463)
H (0.771, 2.207, 2.273)
H (1.682, 0.719, 2.352)
H (-0.989, 0.555, 1.009)
H (0.243, 1.519, 0.222)
H (0.663, -1.425, 0.840)
H (1.841, -0.272, 0.261)
H (-0.397, -2.664, -1.353)
H (3.065, -1.281, -2.566)
H (2.388, -2.894, -2.431)
H (4.025, -0.753, 0.200)
H (-1.360, 1.638, -1.256)
C (3.350, 1.736, -6.886)
C (2.366, 0.625, -7.218)
O (2.269, -0.340, -6.197)
H (4.340, 1.317, -6.697)
H (3.424, 2.462, -7.702)
H (3.030, 2.261, -5.984)
H (2.686, 0.088, -8.114)
H (1.377, 1.059, -7.419)
H (1.930, 0.092, -5.394)
C (-4.300, 0.641, 6.894)
C (-5.214, 0.321, 5.719)
O (-4.583, 0.516, 4.475)
H (-3.946, 1.670, 6.823)
H (-4.816, 0.510, 7.849)
H (-3.425, -0.011, 6.884)
H (-6.081, 0.983, 5.726)
H (-5.579, -0.712, 5.807)
H (-3.810, -0.060, 4.414)

Force components x, y, z for each atom (eV/Å):
C -0.0422 -0.3097 -0.2176
C 0.1197 -0.0714 -0.4285
O -0.4470 -0.0078 0.6939
O -0.1470 0.4889 -0.0415
C 0.1817 0.0959 0.0854
C 0.0985 0.0743 -0.0036
C -0.2718 -0.0979 -0.3102
Ta 2.0454 -0.1498 0.4421
I -0.0211 -0.2711 0.4116
C -0.4493 -0.0429 0.7145
O 0.4498 0.2158 -0.1131
O -0.1406 -0.4312 0.0798
C -1.6042 -0.1325 -1.1854
O 0.6021 0.2517 0.2021
O 0.1333 -0.2598 0.2902
P 0.0052 -0.3482 -0.3891
O -0.0756 0.2213 0.0184
I -0.0855 0.0780 0.2626
H 0.0376 -0.0699 0.2162
H -0.0176 -0.1760 -0.0857
H 0.2045 0.0549 0.0463
H -0.0397 0.2039 0.0678
H 0.1450 -0.1989 0.1200
H -0.1996 -0.0474 0.0286
H -0.0801 0.1691 -0.0946
H -0.0628 -0.2023 0.1223
H 0.2417 -0.0970 -0.1711
H -0.6786 0.6072 -0.4128
H 0.0321 0.1752 -0.2300
H 0.0783 -0.1597 -0.2196
H -0.1143 0.1167 -0.0546
H 0.0747 0.0501 0.2118
C 0.0273 -0.0077 0.0474
C -0.1376 0.0572 0.2223
O 0.4041 0.1868 -0.0726
H 0.0225 -0.0057 -0.0154
H -0.0147 -0.0103 -0.0172
H -0.0407 -0.0067 0.0062
H -0.0067 0.0076 -0.0494
H 0.0175 0.0198 -0.0679
H -0.3009 -0.0337 0.0121
C 0.0042 0.0436 -0.0310
C 0.1792 -0.1475 -0.0691
O -0.1776 0.0796 0.2395
H 0.0000 0.0220 0.0061
H -0.0089 -0.0125 -0.0120
H -0.0023 -0.0251 0.0127
H -0.0417 -0.0120 0.0134
H -0.0705 0.0328 0.0468
H 0.1740 0.0821 -0.3281

## Properties
Multiplicity   1
Net charge   -2
Energy relative to the best compared isomer or geometry (same formula, charge and spin)   0.00 kcal per mole
Frontier orbital gap   5.39 eV
E_tot   -2105.526388 a.u.
LUMO energy   4.20 eV